A cluster of 5 separate species, C30H56BI2N2O16S2 in total at a distorted geometry. Source: the Open Molecules 2025 dataset; level of theory: ωB97M-V/def2-TZVPD.

The geometry in XYZ format:
```
109
Properties=species:S:1:pos:R:3:forces:R:3:mulliken_charge:R:1
C 2.35530 4.53727 -1.48328 0.031 0.621 0.800 -1.335
C 3.04168 3.67486 -0.43005 -0.041 -0.557 -0.281 -0.355
C 3.03313 2.13844 -0.69178 -0.342 0.501 0.428 -0.496
C 2.48584 1.72441 -2.04266 0.379 -0.780 0.330 -1.132
N 2.27262 0.23332 -2.17320 0.733 1.042 -1.039 0.728
C 1.64677 0.02952 -3.50231 0.042 -0.396 -0.388 -0.793
C 1.70939 -1.38441 -4.07085 -0.046 -0.449 0.353 -1.448
C 1.37027 -2.51877 -3.10415 -0.574 -0.282 -0.054 -0.187
C -0.13934 -2.62525 -2.71320 1.727 0.193 -0.311 -0.973
N -0.24538 -2.61052 -1.25050 -0.791 0.247 -0.279 -0.217
C -1.61140 -2.20595 -0.76218 0.761 0.398 -0.117 1.317
B -1.69221 -0.60129 -0.86515 -0.794 -0.322 0.288 1.576
O -2.00783 0.02100 -2.04233 0.722 -0.227 -0.554 -0.697
O -1.47121 0.18370 0.26524 0.731 0.276 -0.245 -0.439
C -0.06698 0.44295 0.45413 -0.363 -0.478 -0.265 -0.794
C -2.62988 -3.01798 -1.63866 -1.475 -1.270 -0.298 0.467
O -3.44506 -2.42547 -2.37947 0.988 0.040 0.571 -0.721
O -2.50615 -4.26886 -1.49656 0.281 0.602 0.095 -0.790
C -1.68234 -2.58479 0.70242 -0.711 -0.138 -0.023 -1.589
I 0.11218 -3.18281 1.71371 -0.266 0.094 -0.126 -0.105
C -2.77420 -2.56034 1.46190 0.237 -0.065 0.158 0.513
C -2.85985 -2.96526 2.90647 0.012 -0.178 -0.207 -1.759
I -4.60576 -1.88348 0.67444 0.247 -0.220 -0.173 -0.033
C 3.56243 -0.34569 -2.06122 0.081 -0.934 0.667 -0.210
S 3.96373 -1.11294 -0.69159 0.058 -0.064 0.101 -0.146
S 4.73240 -0.18493 -3.39240 -0.324 0.090 -0.501 -0.184
C 5.67928 -1.73301 -3.31492 0.054 0.075 0.931 -0.783
C 6.94674 -1.69953 -2.43457 -0.031 -0.861 -0.139 -0.324
C 6.98369 -2.80228 -1.36639 0.318 0.253 0.095 -1.164
H 2.93033 4.66182 -2.39531 -0.075 -0.309 -0.257 0.313
H 2.25426 5.53721 -1.06025 0.002 0.178 -0.070 0.424
H 1.33766 4.21369 -1.67197 -0.083 -0.114 -0.309 0.340
H 2.57110 3.84542 0.53375 -0.131 0.093 0.110 0.280
H 4.06980 4.00031 -0.29886 0.146 0.124 -0.076 0.321
H 4.04330 1.78219 -0.52998 0.148 -0.264 -0.209 0.308
H 2.42805 1.65321 0.06961 -0.069 -0.109 0.103 0.140
H 1.51889 2.16837 -2.24455 -0.103 0.152 -0.047 0.433
H 3.20547 2.00975 -2.81712 -0.226 0.354 -0.267 0.547
H 0.59303 0.29311 -3.43080 -0.097 0.194 0.365 0.452
H 2.08910 0.70683 -4.24212 0.036 0.097 -0.045 0.415
H 2.67952 -1.60503 -4.50575 0.234 0.228 -0.049 0.436
H 1.00161 -1.43362 -4.89963 -0.090 0.112 -0.110 0.482
H 1.94935 -2.47919 -2.18834 0.119 0.224 0.144 0.116
H 1.66423 -3.44936 -3.59247 0.054 -0.088 -0.093 0.473
H -0.65569 -1.79878 -3.19287 -0.432 0.028 0.248 0.379
H -0.47309 -3.56559 -3.14275 -0.664 0.002 0.032 0.409
H -0.22834 -3.59464 -0.98990 0.170 -0.053 0.019 0.247
H -1.48947 0.82509 -2.14445 -0.369 0.385 0.259 0.169
H 0.15796 1.48096 0.20856 -0.034 0.189 0.224 0.295
H 0.52560 -0.18751 -0.21201 0.207 -0.058 0.032 0.209
H 0.20867 0.18292 1.47155 0.065 0.231 0.180 0.318
H -2.18804 -2.36234 3.50968 -0.010 0.185 0.192 0.381
H -3.87457 -2.90497 3.28336 -0.051 0.124 0.071 0.420
H -2.52590 -3.99563 3.00555 0.044 -0.180 0.088 0.466
H 5.92311 -2.02984 -4.32927 -0.037 0.302 -0.271 0.581
H 5.00882 -2.49652 -2.92905 -0.271 0.037 0.024 0.311
H 7.79009 -1.91527 -3.08723 0.205 0.436 -0.141 0.364
H 7.08111 -0.73928 -1.95233 0.048 0.235 -0.133 0.271
H 6.43885 -3.69083 -1.67366 -0.073 -0.098 -0.011 0.320
H 6.59512 -2.45045 -0.42001 -0.342 -0.037 0.102 0.245
H 8.01704 -3.08929 -1.17590 0.100 -0.119 -0.037 0.369
C 7.47995 3.78797 3.56853 0.186 -0.156 -0.045 -0.604
O 6.80476 4.76016 4.36894 0.076 0.010 0.051 -0.327
C 5.60694 5.10991 3.90140 0.036 0.019 0.104 0.829
O 5.08850 4.68513 2.90527 -0.055 -0.033 -0.140 -0.529
O 5.08384 6.01187 4.73101 0.002 0.062 0.066 -0.320
C 3.78766 6.47358 4.34557 -0.206 0.131 0.036 -0.609
H 8.43213 3.59200 4.05318 -0.040 0.103 0.112 0.207
H 6.90633 2.86451 3.51955 -0.065 0.044 -0.089 0.290
H 7.66042 4.17306 2.56668 -0.109 -0.032 -0.032 0.280
H 3.07634 5.65030 4.32578 0.034 -0.028 -0.108 0.291
H 3.82672 6.96140 3.37340 -0.008 -0.105 -0.053 0.285
H 3.47797 7.19551 5.09574 0.135 -0.025 0.075 0.201
C -3.88232 -6.46091 1.23760 0.133 0.329 -0.293 -0.507
O -4.69327 -7.61709 1.51395 -0.025 -0.032 0.003 -0.311
C -4.55160 -8.11380 2.73070 -0.020 0.106 -0.215 0.748
O -3.82887 -7.69793 3.59804 0.041 -0.028 0.148 -0.557
O -5.36021 -9.17764 2.84450 -0.071 -0.109 0.028 -0.337
C -5.30521 -9.81178 4.11788 -0.068 -0.141 0.105 -0.632
H -4.09026 -6.15389 0.21680 -0.063 -0.101 -0.013 0.261
H -4.13951 -5.64548 1.91048 0.037 -0.059 0.089 0.207
H -2.82567 -6.70489 1.32143 -0.012 -0.001 0.113 0.305
H -5.61540 -9.12589 4.90475 0.114 0.033 0.019 0.289
H -4.30281 -10.18623 4.32011 0.028 0.102 0.057 0.288
H -5.99786 -10.64878 4.08085 -0.034 0.035 -0.138 0.213
C -0.62895 8.35181 -4.50276 0.091 0.206 -0.022 -0.650
O -0.80713 7.15837 -3.74303 0.060 0.058 0.078 -0.295
C -1.56328 6.23568 -4.34086 0.006 -0.094 0.073 0.763
O -2.07466 6.34194 -5.42372 -0.040 0.039 -0.110 -0.547
O -1.64872 5.18567 -3.53233 0.046 0.009 0.125 -0.257
C -2.41988 4.09482 -4.04094 -0.090 -0.331 -0.015 -0.601
H -0.00053 9.00868 -3.90777 0.006 -0.107 0.108 0.213
H -0.12927 8.13749 -5.44585 -0.107 -0.024 -0.052 0.296
H -1.58501 8.83990 -4.68406 -0.017 -0.068 -0.100 0.297
H -1.97361 3.70440 -4.95356 -0.058 0.087 -0.066 0.315
H -3.45092 4.39143 -4.22073 0.041 0.089 -0.090 0.331
H -2.40472 3.32009 -3.27979 0.067 0.096 0.091 0.122
C -5.95991 0.81742 2.79208 0.094 -0.013 -0.223 -0.305
O -6.21138 0.87145 4.20608 0.043 0.096 -0.001 -0.345
C -7.22967 0.12638 4.61106 0.133 0.057 -0.030 0.797
O -7.93603 -0.55648 3.91908 -0.123 -0.048 -0.019 -0.543
O -7.34494 0.26513 5.93813 -0.005 0.026 0.102 -0.330
C -8.40995 -0.49094 6.50772 -0.102 -0.067 0.174 -0.633
H -5.11162 1.46794 2.59898 0.026 0.010 0.177 0.242
H -5.70505 -0.19481 2.47361 -0.193 0.240 0.199 -0.102
H -6.82284 1.18415 2.23705 -0.059 -0.095 0.045 0.319
H -8.26034 -1.55590 6.33843 -0.060 0.007 -0.102 0.294
H -9.36861 -0.17636 6.09817 0.010 -0.081 -0.087 0.287
H -8.39640 -0.29405 7.57654 0.118 0.089 -0.020 0.212
```
Positions in Å, forces in eV/Å.

The orbital gap comes out at 6.328 eV. Its net charge is -1. As for the spin multiplicity: 1. The largest force on an atom comes out at 2.0 eV Å⁻¹.



A structure of composition C30H56CsN5O3S2Si3 at a distorted geometry. Source: the Open Molecules 2025 dataset; level of theory: ωB97M-V/def2-TZVPD.

The geometry in XYZ format:
```
100
Properties=species:S:1:pos:R:3:forces:R:3:mulliken_charge:R:1
Cs -0.70781 -0.98028 0.32125 0.124 -0.451 1.162 1.875
N 2.32234 -1.77739 0.91740 -0.007 -0.115 -0.079 0.030
C 3.50202 -0.93960 0.84995 0.015 0.019 -0.038 0.003
C 3.55630 0.05364 2.00293 0.154 0.021 0.148 -1.371
C 2.26184 0.83559 2.21501 -0.064 -0.011 -0.064 0.949
N 1.32872 0.06738 3.03391 -0.108 -0.240 0.025 -0.310
H 2.19348 -2.19685 1.82779 0.022 0.065 0.054 0.225
H 2.27468 -2.46714 0.17754 0.016 -0.023 0.008 -0.106
H 3.44868 -0.38759 -0.09775 0.010 0.031 0.017 -0.247
H 4.45432 -1.49874 0.83066 -0.035 -0.029 -0.024 0.400
H 4.39890 0.73257 1.82752 -0.035 0.030 -0.014 0.348
H 3.78395 -0.48132 2.93248 0.001 0.010 -0.007 0.358
H 1.81568 1.01508 1.23244 -0.045 0.061 0.071 -0.494
H 2.48728 1.81630 2.65766 0.028 0.002 0.023 0.211
H 0.37799 0.41371 2.92044 0.015 0.071 -0.077 -0.249
H 1.52531 0.23310 4.02282 0.034 0.108 -0.027 0.463
C 2.98492 -3.35593 -2.21899 0.011 0.015 0.064 -1.015
O 1.71265 -3.13711 -1.67574 -0.121 -0.080 -0.077 -0.372
Si 0.37792 -4.14846 -2.00347 0.091 0.005 -0.076 -0.275
C 0.59133 -5.58269 -0.79116 0.024 0.012 -0.020 -1.205
C 0.79295 -4.91144 -3.69944 -0.044 -0.046 0.047 -1.206
C -1.15180 -3.24371 -1.89607 0.001 -0.205 -0.269 1.795
Si -1.30896 -1.89165 -3.08448 0.019 0.023 -0.157 -1.178
C -2.39608 -0.44158 -2.51356 -0.126 0.034 -0.052 -0.516
C 0.34627 -1.05525 -3.51150 -0.053 -0.014 -0.040 -0.501
C -2.03554 -2.35843 -4.78092 0.017 0.025 0.013 -1.162
Si -2.64464 -4.19310 -1.47767 0.077 0.039 -0.045 -0.130
C -2.88850 -5.73925 -2.56858 -0.049 -0.011 0.049 -1.115
C -2.69546 -4.82943 0.30214 -0.022 0.005 0.009 -1.047
C -4.25353 -3.22320 -1.66597 -0.019 -0.036 0.039 -1.004
H 2.96439 -3.39683 -3.31304 0.011 0.012 -0.016 0.347
H 3.43635 -4.28875 -1.85393 0.000 -0.016 -0.020 0.300
H 3.63915 -2.53058 -1.92234 0.009 -0.002 0.008 0.214
H 1.59816 -5.99987 -0.89851 0.001 -0.011 0.014 0.287
H -0.12373 -6.39033 -0.96410 -0.016 0.001 -0.005 0.334
H 0.47304 -5.24335 0.24003 0.000 0.001 0.008 0.255
H 1.70596 -5.51568 -3.69499 0.008 0.003 -0.005 0.328
H 0.88887 -4.15096 -4.47922 -0.005 0.023 -0.003 0.307
H -0.03962 -5.56100 -3.98467 0.002 -0.005 -0.009 0.349
H -2.19384 -0.11883 -1.49191 -0.261 0.207 -0.394 -0.097
H -3.45503 -0.70353 -2.54280 -0.008 0.008 -0.013 0.406
H -2.24641 0.41728 -3.17750 0.002 -0.003 -0.010 0.153
H 0.85451 -0.69439 -2.61489 0.010 0.003 0.024 -0.068
H 0.15321 -0.20400 -4.17504 0.011 0.008 0.001 0.327
H 1.03431 -1.73112 -4.02585 0.004 -0.019 0.003 0.328
H -3.02715 -2.80686 -4.67847 -0.006 -0.005 0.014 0.297
H -1.39174 -3.09283 -5.27329 0.002 -0.010 -0.007 0.290
H -2.12452 -1.48574 -5.43678 -0.002 0.002 -0.008 0.312
H -2.04517 -6.43122 -2.48634 0.013 0.002 0.003 0.274
H -2.97356 -5.44918 -3.61994 0.007 0.014 -0.009 0.275
H -3.79681 -6.28470 -2.29078 0.000 -0.009 -0.007 0.358
H -1.88005 -5.51805 0.53106 0.014 0.007 -0.008 0.327
H -3.63983 -5.35142 0.48652 0.002 -0.012 0.000 0.316
H -2.64848 -3.99537 1.00758 -0.001 0.010 0.003 0.268
H -4.41102 -2.83560 -2.67529 0.019 0.003 -0.015 0.254
H -4.30457 -2.39106 -0.95826 0.007 0.017 -0.002 0.222
H -5.08898 -3.89252 -1.43559 -0.009 0.006 -0.003 0.350
C 0.02227 4.91004 0.83922 0.029 0.013 0.003 -0.840
C -1.38061 4.31701 0.75776 -0.029 0.024 0.007 -0.655
C -1.45852 2.90810 1.33141 -0.017 0.000 -0.014 -0.501
N -1.13049 2.92731 2.74314 -0.033 -0.046 0.083 0.339
C -1.45426 1.80884 3.52324 -0.004 -0.051 0.035 -0.326
S -3.11943 1.20272 3.51621 -0.011 0.048 0.026 -0.370
N -0.77620 1.68467 4.74466 0.105 0.133 -0.006 0.305
C 0.46302 2.24248 5.13273 -0.192 0.030 0.013 0.087
O 1.32458 1.43841 5.60340 0.070 -0.003 0.078 -0.888
C 0.66197 3.65483 5.05520 0.037 0.043 -0.029 0.201
C -0.38180 4.62309 4.92341 0.014 -0.063 -0.016 0.108
C -0.09815 5.96924 4.85580 0.001 0.044 0.004 -0.451
C 1.21614 6.45096 4.93000 -0.023 -0.027 0.003 -0.609
C 2.24797 5.51643 5.11714 0.044 0.025 0.004 -0.289
C 1.99002 4.16909 5.19436 -0.049 -0.056 -0.004 -1.095
H 0.08000 5.88080 0.34059 -0.006 0.000 -0.001 0.383
H 0.75307 4.24521 0.36588 -0.001 -0.004 0.007 0.047
H 0.32859 5.06043 1.87712 -0.003 0.003 -0.006 0.142
H -1.71431 4.29349 -0.28589 0.001 -0.012 -0.012 0.341
H -2.08488 4.95395 1.29997 0.019 0.001 0.012 0.442
H -0.78656 2.24509 0.76428 0.008 -0.014 0.011 0.032
H -2.46518 2.50241 1.22573 0.008 0.032 -0.008 0.445
H -0.18381 3.23470 2.93552 0.042 0.009 -0.007 0.020
H -0.87396 0.75969 5.14210 -0.038 -0.007 -0.022 0.360
H -1.40944 4.29126 4.88365 -0.020 -0.011 0.003 0.236
H -0.92131 6.67023 4.75328 0.000 0.005 -0.002 0.366
H 1.42625 7.51186 4.87037 0.001 0.006 0.001 0.356
H 3.27404 5.86334 5.20294 0.000 -0.002 0.002 0.347
H 2.78679 3.45191 5.34448 0.015 0.012 0.005 0.369
S -4.62022 -0.61811 1.88808 0.076 -0.031 -0.036 -0.472
C -3.12509 0.05919 2.18805 0.028 0.055 0.012 -0.401
O 0.70654 1.10672 -0.79166 0.268 0.326 -0.372 -0.186
N 0.91849 1.99563 -1.68490 -0.084 -0.009 -0.005 0.220
C 2.17136 2.20737 -2.15578 -0.058 0.004 0.033 -0.077
C 2.41060 3.16465 -3.11545 -0.010 0.006 0.001 -0.951
C 1.36623 3.92690 -3.61688 0.010 -0.002 0.001 -0.279
C 0.09055 3.69153 -3.12757 0.006 -0.003 0.003 -1.247
C -0.11635 2.72565 -2.16985 0.045 -0.061 0.007 -0.325
H 2.91702 1.56803 -1.70935 0.011 0.007 -0.004 0.345
H 3.42534 3.30177 -3.46204 -0.003 0.006 -0.003 0.415
H 1.54249 4.68235 -4.36944 -0.003 0.001 0.002 0.393
H -0.76401 4.25201 -3.48030 0.012 0.004 -0.005 0.450
H -1.07139 2.46798 -1.73889 -0.012 0.011 -0.010 0.747
```
Positions in Å, forces in eV/Å.

The orbital gap (alpha / beta) comes out at 3.485 / 2.820 eV. Its net charge is -2. As for the energy relative to the best compared isomer or geometry (same formula, charge and spin): 163.7 kJ/mol. As for the spin multiplicity: 1. The largest force on an atom comes out at 1.3 eV Å⁻¹.